Below is 3 unconnected molecules or ions with the total composition C34H21IO8 in a non-equilibrium geometry, with properties calculated with ωB97M-V/def2-TZVPD.

Structure (ORCA input):
```
! RIJCOSX wB97M-V def2-TZVPD def2/J DEFGRID3
* xyz 0 1
O -3.152 3.817 6.098
C -2.390 3.014 5.573
C -1.301 3.483 4.692
C -1.127 4.856 4.474
C -0.076 5.308 3.675
C 0.803 4.395 3.094
C 0.622 3.026 3.296
C -0.436 2.569 4.091
C -0.631 1.118 4.284
O 0.095 0.313 3.712
C -1.707 0.650 5.180
C -1.878 -0.723 5.399
C -2.871 -1.173 6.270
C -3.693 -0.256 6.925
C -3.534 1.112 6.697
C -2.542 1.567 5.818
H -1.806 5.575 4.928
H 0.060 6.375 3.510
H 1.630 4.748 2.482
H 1.309 2.318 2.835
H -1.237 -1.445 4.895
H -3.000 -2.240 6.442
H -4.461 -0.607 7.612
H -4.182 1.821 7.210
O 1.795 -2.923 -3.925
C 0.613 -3.044 -3.627
C 0.082 -2.411 -2.403
C 0.932 -1.649 -1.591
C 0.428 -1.014 -0.455
C -0.922 -1.136 -0.128
C -1.767 -1.908 -0.926
C -1.263 -2.552 -2.062
C -2.160 -3.382 -2.891
O -3.329 -3.551 -2.561
C -1.634 -3.999 -4.124
C -2.486 -4.759 -4.936
C -2.006 -5.318 -6.122
C -0.678 -5.121 -6.498
C 0.177 -4.376 -5.683
C -0.301 -3.818 -4.490
H 1.986 -1.545 -1.843
H 1.089 -0.419 0.172
H -1.318 -0.630 0.751
H -2.819 -2.003 -0.661
H -3.525 -4.913 -4.651
H -2.670 -5.904 -6.753
H -0.306 -5.549 -7.427
H 1.213 -4.230 -5.983
O 2.760 3.602 1.273
C 2.503 2.855 0.193
O 1.282 2.188 -0.287
C 1.243 2.236 -1.757
O 0.250 2.444 -2.628
C 2.814 2.027 -2.262
C 3.309 1.559 -3.754
C 4.659 0.630 -3.780
O 4.636 -0.461 -4.783
C 3.551 2.420 -1.030
I 5.725 2.491 -0.789
H 2.432 0.881 -4.197
H 3.356 2.500 -4.479
H 5.571 1.372 -3.987
H 4.857 0.119 -2.719
H 5.427 -0.329 -5.388
*
```

Summary:
Molar mass = 684.44 g/mol
SMILES = O=C1c2ccccc2C(=O)c2ccccc21.O=C1c2ccccc2C(=O)c2ccccc21.O=C1OC(=O)C(CCO)=C1I
Gap between HOMO and LUMO = 7.829 eV

***

Below is a molecular structure, C35H28F4N6S3Y in a non-equilibrium geometry, with properties calculated with ωB97M-V/def2-TZVPD.

Structure (ORCA input):
```
! RIJCOSX wB97M-V def2-TZVPD def2/J DEFGRID3
* xyz 1 1
Y 0.749 0.192 0.435
C 3.693 1.587 -0.984
N 2.693 0.597 -1.395
C 2.363 0.824 -2.806
C 3.220 -0.767 -1.201
C 2.112 -1.833 -1.429
N 0.808 -1.222 -1.167
C -0.165 -1.264 -2.133
C -0.971 -0.138 -2.341
F -0.680 0.984 -1.606
C -2.049 -0.125 -3.195
F -2.785 0.988 -3.284
C -2.354 -1.229 -3.961
C -1.547 -2.339 -3.815
F -1.815 -3.443 -4.515
C -0.485 -2.367 -2.932
F 0.189 -3.515 -2.768
H 4.606 1.524 -1.587
H 3.958 1.427 0.055
H 3.281 2.591 -1.098
H 3.273 0.792 -3.416
H 1.895 1.802 -2.926
H 1.673 0.068 -3.169
H 3.608 -0.824 -0.178
H 4.064 -0.955 -1.871
H 2.296 -2.678 -0.768
H 2.169 -2.208 -2.448
H -3.194 -1.231 -4.642
S 2.365 5.528 2.923
C 2.855 6.483 4.250
C 2.040 6.302 5.323
C 0.997 5.372 5.060
C 1.030 4.869 3.792
C 0.119 3.880 3.197
C 0.512 3.086 2.113
N -0.223 2.125 1.583
C -1.457 1.899 2.096
C -1.980 2.685 3.128
C -3.341 2.498 3.551
C -4.122 1.575 2.962
C -3.592 0.703 1.949
C -4.356 -0.321 1.369
C -3.789 -1.196 0.473
C -2.413 -1.035 0.225
N -1.682 -0.062 0.722
C -2.258 0.827 1.563
C -4.555 -2.254 -0.198
C -5.911 -2.345 -0.333
C -6.326 -3.491 -1.061
C -5.274 -4.246 -1.477
S -3.784 -3.582 -0.983
C -1.156 3.673 3.680
H 3.713 7.133 4.159
H 2.174 6.812 6.267
H 0.259 5.079 5.798
H 1.491 3.237 1.671
H -3.729 3.133 4.338
H -5.156 1.452 3.262
H -5.398 -0.422 1.651
H -1.897 -1.752 -0.403
H -6.599 -1.607 0.061
H -7.358 -3.736 -1.272
H -5.291 -5.166 -2.044
H -1.541 4.287 4.487
C 4.095 2.225 2.447
C 3.079 1.457 3.238
C 2.995 1.619 4.606
C 2.026 0.885 5.271
N 1.250 -0.003 4.665
C 1.417 -0.148 3.344
S 0.529 -1.394 2.525
N 2.251 0.619 2.587
H 4.731 2.808 3.108
H 3.624 2.914 1.743
H 4.724 1.534 1.887
H 3.654 2.298 5.128
H 1.871 1.003 6.340
*
```

Summary:
Relative energy (zero: lowest compared OMol25 entry of this formula, charge and spin) = 0.985 eV
Molar mass = 793.75 g/mol
Gap between HOMO and LUMO = 7.013 eV

***

Below is a molecular structure, C26H18N3O8PSm in a non-equilibrium geometry, with properties calculated with ωB97M-V/def2-TZVPD.

Structure (ORCA input):
```
! RIJCOSX wB97M-V def2-TZVPD def2/J DEFGRID3
* xyz 1 6
Sm 1.344 2.446 -0.103
O -0.632 3.092 -0.963
C -0.744 3.569 0.208
O 0.262 4.198 0.676
C -1.690 2.979 1.198
C -2.950 3.412 1.538
C -3.584 2.749 2.580
C -3.006 1.715 3.279
C -1.733 1.312 2.910
C -1.067 1.891 1.841
O 0.113 1.497 1.375
N -1.117 0.203 3.680
O -1.855 -0.484 4.339
O 0.098 0.146 3.700
N -4.940 3.196 2.973
O -5.453 2.642 3.915
O -5.466 4.029 2.268
H -3.441 4.239 1.046
H -3.523 1.232 4.095
O 2.843 2.208 1.940
N 2.956 1.067 1.119
C 2.844 -0.072 1.668
C 2.829 -1.314 0.870
C 3.527 -2.370 1.452
C 3.652 -3.579 0.787
C 3.053 -3.734 -0.453
C 2.316 -2.699 -1.010
C 2.178 -1.475 -0.363
P 1.058 -0.224 -1.098
C -0.608 -0.811 -0.702
C -1.706 -0.104 -1.196
C -2.988 -0.438 -0.796
C -3.189 -1.471 0.113
C -2.103 -2.168 0.618
C -0.815 -1.839 0.212
C 1.285 -0.435 -2.884
C 0.386 -1.149 -3.674
C 0.600 -1.273 -5.040
C 1.712 -0.688 -5.629
C 2.614 0.025 -4.850
C 2.397 0.151 -3.487
H 2.525 1.953 2.827
H 2.773 -0.164 2.753
H 3.984 -2.239 2.425
H 4.208 -4.390 1.237
H 3.140 -4.673 -0.983
H 1.829 -2.857 -1.964
H -1.575 0.723 -1.887
H -3.832 0.112 -1.190
H -4.191 -1.727 0.430
H -2.253 -2.969 1.329
H 0.021 -2.382 0.632
H -0.486 -1.608 -3.227
H -0.101 -1.830 -5.646
H 1.877 -0.787 -6.693
H 3.484 0.480 -5.302
H 3.136 0.689 -2.893
*
```

Summary:
Relative energy (zero: lowest compared OMol25 entry of this formula, charge and spin) = 0.000 eV
Expectation value of S² = 8.7596
Molar mass = 681.78 g/mol
Gap between HOMO and LUMO (spin up / spin down) = 7.762 / 8.189 eV

***

Calculated total energy across the listed records, respectively: -2207.698152 -3311.402348 -2766.737519 Eh.